{
  "formula": "C3H10N3S",
  "method": "ωB97M-V with the def2-TZVPD basis set",
  "total_energy_ev": -18566.463,
  "homo_energy_ev": [-9.68, -13.45],
  "homo_lumo_gap_ev": [6.0, 6.7],
  "charge": 1,
  "multiplicity": 3,
  "e_above_lowest_kcal_mol": 59.7,
  "elements": ["C", "C", "C", "N", "N", "N", "S", "H", "H", "H", "H", "H", "H", "H", "H", "H", "H"],
  "positions_angstrom": [[-1.380476, 0.572803, -0.009135], [0.933054, -1.096648, -0.460380], [0.760097, 0.241683, 0.190539], [-1.553624, 1.824710, 0.277046], [1.248527, 1.400620, -0.289096], [0.393902, -1.990425, 0.515420], [-2.550870, -0.517016, -0.361445], [0.302169, -1.044735, -1.438035], [2.002593, -1.243187, -0.838440], [0.780968, 0.164896, 1.379489], [-0.763423, 2.363457, 0.643261], [-2.423306, 2.390185, 0.119993], [1.739587, 1.538053, -1.136682], [1.343311, 2.154204, 0.482926], [1.171012, -2.306705, 1.041280], [-0.088801, -2.774182, 0.166936], [-1.914714, -1.677715, -0.283681]],
  "forces_ev_per_angstrom": [[1.537, -1.767, 0.268], [-0.919, 1.034, -2.756], [1.121, 1.013, 1.184], [-0.283, 4.795, 1.186], [-0.394, 0.692, 4.126], [0.475, 0.287, 0.038], [-1.575, -1.312, -1.006], [0.998, -0.435, 1.548], [-1.143, 0.076, 0.778], [-0.767, 0.419, -2.592], [-1.033, -0.278, -0.063], [1.291, -1.072, -0.106], [0.218, 0.028, -1.067], [0.117, -1.464, -2.290], [0.473, -0.723, 0.977], [-0.378, -1.071, -0.661], [0.262, -0.222, 0.436]],
  "mulliken_spin": [1.1172, 0.0374, 0.0830, 0.1680, 0.2591, 0.0041, 0.2237, 0.0055, 0.0094, 0.0315, -0.0016, 0.0269, -0.0047, -0.0051, 0.0000, 0.0005, 0.0449]
}



{
  "formula": "C31H32N2O5S2",
  "method": "ωB97M-V with the def2-TZVPD basis set",
  "total_energy_ev": -67548.433,
  "homo_energy_ev": -4.81,
  "homo_lumo_gap_ev": 3.1,
  "e_above_lowest_kcal_mol": 49.1,
  "elements": ["C", "C", "N", "C", "C", "C", "C", "C", "C", "C", "C", "C", "C", "N", "C", "C", "C", "C", "C", "C", "C", "C", "C", "C", "C", "H", "H", "H", "H", "H", "H", "H", "H", "H", "H", "H", "H", "H", "H", "H", "H", "H", "H", "H", "H", "H", "H", "H", "H", "H", "C", "O", "C", "S", "O", "O", "C", "C", "C", "C", "C", "C", "S", "O", "O", "H", "H", "H", "H", "H", "H", "H"],
  "positions_angstrom": [[4.256535, -2.361994, 2.578045], [5.420951, -1.385444, 2.429234], [4.975550, -0.047303, 2.688683], [5.871569, 1.038150, 3.011745], [4.926197, 2.199378, 3.406319], [3.558045, 1.620251, 3.290744], [2.317998, 2.031716, 3.706981], [1.151533, 1.213851, 3.423720], [-0.090727, 1.546014, 4.008316], [-1.373077, 0.998043, 3.674115], [-2.448036, 1.938303, 3.489649], [-3.689538, 1.498555, 3.099314], [-3.943173, 0.115957, 3.049845], [-5.269103, -0.120084, 2.906224], [-5.871018, -1.402065, 3.125525], [-4.867255, -2.516081, 2.838992], [-3.468054, -2.273319, 3.425206], [-2.972210, -0.858043, 3.319099], [-1.666861, -0.396045, 3.521422], [-6.039875, 1.107418, 2.900414], [-4.965363, 2.213821, 2.817843], [1.334293, 0.066426, 2.570446], [2.597030, -0.491674, 2.398797], [3.679758, 0.334056, 2.721603], [2.948106, -1.878337, 1.942515], [4.544520, -3.320498, 2.142702], [4.093656, -2.509271, 3.654158], [6.216725, -1.638495, 3.149920], [5.854834, -1.449718, 1.416185], [6.550286, 0.757744, 3.832108], [6.470534, 1.306701, 2.126327], [5.149932, 2.586098, 4.405258], [5.062812, 3.027952, 2.700752], [2.236741, 2.963544, 4.279617], [-0.102297, 2.456006, 4.603354], [-2.280342, 3.006943, 3.650953], [-6.261539, -1.495246, 4.158145], [-6.732644, -1.499865, 2.454467], [-5.265812, -3.451245, 3.243207], [-4.779414, -2.630230, 1.753468], [-3.492665, -2.549150, 4.490503], [-2.750383, -2.941264, 2.938870], [-0.855431, -1.125642, 3.588313], [-6.742093, 1.117345, 2.057165], [-6.618758, 1.195815, 3.833499], [-5.147524, 3.023291, 3.527559], [-4.974036, 2.649256, 1.810420], [0.458094, -0.386534, 2.103990], [3.025929, -1.909472, 0.843392], [2.140178, -2.558509, 2.234092], [1.286744, -1.202296, 5.614571], [-0.049865, -0.853766, 6.246539], [-0.167354, -0.265445, 7.410921], [-1.687156, -0.276369, 8.458691], [-2.466581, 0.933409, 8.297932], [-2.303872, -1.588911, 8.408855], [-0.867943, -0.177100, 10.063056], [0.513432, -0.209153, 10.047125], [1.271396, -0.284648, 11.213338], [0.616288, -0.260252, 12.443366], [-0.775878, -0.165996, 12.482060], [-1.520603, -0.126866, 11.298867], [1.304989, -0.354842, 8.454494], [1.795604, -1.730411, 8.458417], [2.173754, 0.779545, 8.197356], [0.998699, -1.771790, 4.735579], [1.804368, -0.273193, 5.330955], [1.916775, -1.814857, 6.294179], [2.355511, -0.341302, 11.126605], [1.210458, -0.279190, 13.354878], [-1.287703, -0.093227, 13.441964], [-2.601972, -0.036126, 11.320630]],
  "forces_ev_per_angstrom": [[-0.018, -0.004, 0.379], [0.167, -0.346, -0.463], [-0.588, 0.175, -0.206], [0.341, 0.393, 0.076], [0.606, 0.684, 0.131], [-1.198, -0.017, -0.150], [0.340, -0.299, 0.176], [0.038, 0.374, -0.017], [0.335, -0.066, -1.706], [-0.699, -0.280, -0.028], [-0.062, -0.287, 0.262], [1.018, -0.269, 0.169], [0.051, 0.072, 0.856], [0.101, -0.096, -0.482], [-0.180, -0.346, 0.277], [0.160, 0.040, -0.326], [0.319, -0.397, 0.452], [0.214, 0.743, -0.383], [-0.242, 0.133, -0.258], [-0.156, 0.184, 0.287], [-0.524, 0.633, -0.287], [0.505, -0.228, 0.431], [-0.621, 0.609, -0.141], [0.569, -0.373, 1.061], [-0.362, -0.147, -0.646], [-0.043, 0.026, 0.121], [-0.059, -0.080, -0.196], [-0.211, 0.078, -0.251], [-0.031, -0.001, 0.215], [-0.149, -0.010, -0.262], [-0.003, -0.115, 0.323], [-0.092, -0.081, -0.124], [-0.101, -0.074, 0.187], [-0.226, -0.448, -0.154], [-0.011, -0.063, 0.035], [0.081, -0.343, -0.033], [0.179, 0.158, -0.211], [0.064, -0.038, 0.098], [0.081, 0.083, -0.157], [-0.053, -0.004, 0.066], [0.155, 0.071, -0.186], [-0.099, -0.090, 0.129], [-0.371, 0.256, 0.460], [0.116, 0.065, 0.172], [0.030, -0.079, -0.156], [-0.057, -0.054, -0.090], [0.142, -0.009, 0.167], [0.221, -0.148, 0.452], [0.005, -0.068, 0.225], [0.137, 0.026, -0.168], [-1.398, 0.382, 1.531], [1.004, -2.590, -4.426], [0.936, 3.036, 5.301], [3.008, -0.728, -1.091], [-0.281, -0.630, -0.005], [-0.922, 0.386, -0.137], [0.249, 0.253, 0.305], [0.404, -0.013, -0.004], [-0.254, 0.263, -0.105], [0.144, 0.091, -0.318], [-0.087, 0.104, -0.198], [0.060, 0.087, -0.255], [-3.608, -0.163, -0.469], [1.246, 0.405, -0.160], [0.641, -0.749, 0.257], [0.003, 0.028, -0.007], [-0.137, -0.263, 0.235], [-0.555, 0.406, -0.434], [-0.228, 0.006, 0.151], [-0.238, -0.062, -0.105], [0.100, -0.105, -0.262], [0.095, -0.088, 0.067]],
  "lowdin_charge": [-0.1522, -0.1438, -0.0628, -0.1109, -0.0797, -0.1419, 0.0592, -0.2051, 0.0796, -0.1838, 0.0469, -0.1472, -0.1270, -0.0772, -0.1547, -0.1598, -0.1245, -0.1194, 0.0434, -0.1180, -0.0893, 0.0494, -0.1404, -0.1208, -0.1256, 0.1173, 0.1252, 0.1336, 0.1310, 0.1298, 0.1278, 0.1258, 0.1230, 0.1372, 0.1361, 0.1290, 0.1362, 0.1249, 0.1153, 0.1156, 0.1337, 0.1189, 0.1064, 0.1231, 0.1282, 0.1212, 0.1213, 0.1249, 0.1279, 0.1202, -0.0166, -0.2051, -0.5117, 0.6951, -0.3471, -0.3447, -0.2486, -0.2693, -0.0508, -0.0772, -0.0778, -0.0430, 0.6848, -0.3464, -0.3412, 0.0706, 0.0771, 0.0791, 0.1206, 0.1030, 0.1032, 0.1179]
}



{
  "formula": "C3H7NS",
  "method": "ωB97M-V with the def2-TZVPD basis set",
  "total_energy_ev": -15546.887,
  "homo_energy_ev": -8.62,
  "homo_lumo_gap_ev": 9.5,
  "e_above_lowest_kcal_mol": 63.6,
  "elements": ["C", "C", "C", "H", "H", "H", "H", "H", "H", "H", "N", "S"],
  "positions_angstrom": [[1.075513, -0.828878, -0.456640], [0.556071, 0.223799, 0.772314], [-0.328036, 1.180681, 0.067258], [1.366738, -0.109534, -1.317484], [0.377105, -1.790712, -0.622542], [1.887920, -1.318255, -0.041836], [1.575664, 0.628254, 0.921773], [-0.059756, -0.078574, 1.601515], [-0.029070, 2.130869, -0.355587], [-3.176099, -0.311812, -0.226776], [-1.393185, 0.845962, -0.531784], [-1.852862, -0.571804, 0.189789]],
  "forces_ev_per_angstrom": [[-3.126, 0.142, 0.560], [1.770, 0.062, -2.755], [1.473, 1.812, -2.693], [-0.736, -1.818, 1.211], [1.120, 2.817, -0.402], [2.145, -0.519, 0.602], [-1.001, 0.329, 1.057], [0.769, -1.019, 0.783], [0.986, 0.436, 0.565], [1.248, -0.928, 0.642], [-0.194, 0.507, 1.400], [-4.455, -1.824, -0.971]],
  "nbo_charge": [-0.6034, -0.5238, 0.0736, 0.2269, 0.2362, 0.2000, 0.2363, 0.2480, 0.1845, 0.1290, -0.5420, 0.1346]
}



{
  "formula": "C15H23Ge2NPdSbSe4",
  "method": "ωB97M-V with the def2-TZVPD basis set",
  "total_energy_ev": -401851.266,
  "homo_energy_ev": [0.57, 0.70],
  "homo_lumo_gap_ev": [3.5, 3.4],
  "charge": -2,
  "multiplicity": 2,
  "elements": ["Pd", "Se", "Sb", "Se", "Se", "Se", "N", "H", "H", "H", "C", "Ge", "C", "C", "Ge", "C", "C", "C", "C", "C", "C", "C", "C", "C", "C", "C", "C", "H", "H", "H", "H", "H", "H", "H", "H", "H", "H", "H", "H", "H", "H", "H", "H", "H", "H", "H", "H"],
  "positions_angstrom": [[2.024983, -1.298587, -0.104394], [4.744183, -4.742387, 1.911006], [5.378583, -3.735187, -0.109694], [4.505183, -1.302287, -0.104394], [2.794883, -3.656287, -0.104394], [6.526183, -2.325987, 1.728806], [0.397883, -2.481187, -0.104394], [0.441083, -3.125787, 0.716206], [0.376683, -3.037187, -0.988294], [-0.459017, -1.887387, -0.041194], [-2.406017, 1.387413, 2.340006], [-0.818517, 0.271613, 2.166306], [-1.235317, -1.532787, 2.759906], [0.588483, 0.976713, 3.308606], [-0.025417, 0.191713, -0.104394], [-1.328217, -0.599587, -1.295094], [-0.995617, -0.846287, -2.634994], [-1.932817, -1.419187, -3.500594], [-3.206917, -1.750387, -3.032894], [-3.543617, -1.510687, -1.698294], [-2.607517, -0.938287, -0.831494], [0.514883, 1.936513, -0.740594], [0.312083, 3.078913, 0.046806], [0.706183, 4.336813, -0.419794], [1.307383, 4.461013, -1.674794], [1.516283, 3.326613, -2.462994], [1.122283, 2.067913, -1.997794], [-2.731817, 1.392313, 3.400206], [-3.224817, 0.986813, 1.710806], [-2.179617, 2.424913, 2.025306], [-1.575217, -1.502787, 3.815306], [-0.326617, -2.163987, 2.681906], [-2.037517, -1.962387, 2.127206], [0.235983, 0.989313, 4.360206], [0.847883, 2.007813, 2.995206], [1.485983, 0.330113, 3.227206], [-0.013817, -0.603287, -3.012394], [-1.670417, -1.607687, -4.533594], [-3.931717, -2.194087, -3.703194], [-4.529917, -1.768787, -1.334994], [-2.886317, -0.761887, 0.194706], [-0.149517, 3.003813, 1.018106], [0.545683, 5.215113, 0.192006], [1.612783, 5.434813, -2.035194], [1.984983, 3.421913, -3.433894], [1.297983, 1.201813, -2.617694], [2.547783, 0.310413, -0.104394]],
  "forces_ev_per_angstrom": [[-0.611, 2.644, -0.636], [0.308, -1.973, 3.117], [0.703, 0.787, -2.088], [0.219, 1.638, -0.168], [-1.157, -0.686, -1.212], [1.618, 0.011, 0.859], [-2.937, -1.620, 0.519], [0.040, 0.383, -1.103], [0.034, 0.404, 1.116], [0.622, -1.926, -0.016], [-0.675, 0.365, 0.331], [0.344, 0.030, -0.497], [-0.215, -0.566, 0.233], [0.379, 0.209, 0.346], [2.989, 0.452, 0.526], [-0.758, 0.259, -0.549], [-0.848, -0.261, -0.080], [-0.038, 0.147, 0.497], [0.227, 0.168, 0.327], [0.380, 0.062, -0.201], [-0.031, -0.193, -1.027], [-0.651, 0.810, -0.201], [0.406, 0.302, -0.922], [0.188, -0.343, -0.272], [-0.160, -0.289, 0.223], [-0.287, -0.231, 0.461], [-0.092, 0.952, 0.183], [0.008, 0.107, -0.515], [0.340, 0.311, 0.337], [-0.217, -0.520, 0.156], [0.164, -0.162, -0.525], [-0.542, 0.307, 0.123], [0.397, 0.067, 0.415], [0.248, 0.041, -0.472], [-0.016, -0.565, 0.250], [-0.455, 0.438, 0.030], [0.151, -0.020, 0.072], [0.019, -0.015, -0.027], [-0.022, -0.024, -0.014], [-0.051, -0.027, 0.012], [0.010, 0.068, 0.197], [-0.117, -0.059, 0.155], [0.011, 0.065, 0.038], [0.022, 0.042, -0.006], [0.038, -0.007, -0.030], [0.108, -0.141, 0.053], [-0.096, -1.443, -0.018]],
  "mulliken_spin": [0.0077, 0.3928, -0.0356, 0.0128, -0.0285, 0.6330, 0.0187, -0.0025, -0.0003, -0.0051, 0.0003, 0.0024, 0.0001, -0.0002, 0.0150, 0.0035, 0.0019, -0.0013, 0.0015, -0.0012, 0.0005, -0.0007, -0.0008, -0.0004, 0.0019, -0.0012, -0.0014, -0.0001, 0.0000, 0.0001, 0.0001, -0.0001, -0.0001, 0.0000, 0.0000, 0.0005, -0.0007, -0.0001, 0.0003, -0.0001, 0.0001, 0.0002, -0.0001, 0.0003, -0.0001, 0.0002, -0.0133]
}



{
  "formula": "C15H15N5O3S2",
  "method": "ωB97M-V with the def2-TZVPD basis set",
  "total_energy_ev": -51047.530,
  "homo_energy_ev": -7.93,
  "homo_lumo_gap_ev": 6.7,
  "e_above_lowest_kcal_mol": 352.6,
  "elements": ["C", "C", "H", "H", "O", "C", "O", "C", "C", "C", "S", "C", "N", "N", "C", "O", "C", "H", "H", "S", "C", "N", "N", "C", "C", "C", "C", "C", "N", "H", "H", "H", "H", "H", "H", "H", "H", "H", "H", "H"],
  "positions_angstrom": [[-2.562971, -5.630475, -1.156725], [-1.570208, -5.128143, -0.326177], [-1.708315, -5.411498, 0.631283], [-0.581920, -5.383902, -0.625627], [-1.665356, -3.507862, -0.413494], [-2.297467, -2.795390, 0.405489], [-3.027382, -3.264488, 1.284624], [-2.168276, -1.317062, -0.039083], [-0.959612, -0.757509, 0.725673], [0.055044, -1.559846, 1.350541], [1.421170, -0.478258, 1.949496], [0.251479, 0.971947, 1.483139], [-1.047777, 0.567794, 1.035281], [0.689159, 2.082055, 1.907398], [-0.000128, 3.416345, 1.525081], [0.619340, 4.385596, 2.258842], [-1.010990, 3.388965, 0.647617], [-1.512309, 2.535596, 0.535485], [-1.524302, 4.213645, 0.448875], [0.131597, 3.544822, -1.033883], [0.078141, 1.944789, -1.579721], [-0.608664, 1.176056, -1.995479], [-0.244798, -0.135951, -2.244904], [1.061546, -0.138651, -1.692131], [1.774667, -1.151266, -1.982012], [3.031020, -1.000633, -1.200948], [3.260374, 0.413574, -0.611023], [2.561165, 1.339656, -0.971294], [1.336432, 1.175675, -1.227673], [2.681358, 2.370424, -0.447328], [4.405102, 0.561165, -0.451566], [3.697936, -1.632642, -1.149024], [1.549509, -2.209895, -2.044139], [1.275656, 2.242027, 2.699099], [0.240986, -2.548540, 1.370437], [-2.856539, -0.923015, 0.260864], [-2.062359, -1.164704, -1.133782], [-3.384145, -5.285117, -0.707220], [-2.400390, -5.242307, -2.261082], [-2.395176, -6.587642, -1.180667]],
  "forces_ev_per_angstrom": [[0.730, 3.921, -5.528], [2.647, 4.769, -0.313], [-0.448, -0.437, 3.434], [1.007, 0.455, -0.273], [3.406, -4.613, -2.556], [-3.379, 0.640, 1.455], [1.056, 1.218, -0.582], [13.869, -8.231, -4.259], [0.848, -2.767, 1.726], [-0.762, 6.186, -1.304], [-3.956, 0.642, -1.549], [-3.057, -7.708, -0.003], [5.756, 1.677, 0.511], [-1.882, 7.040, -1.046], [9.297, 2.382, 9.632], [-4.149, -4.627, -4.652], [1.612, 0.791, -4.365], [-1.985, -3.355, -0.341], [-2.314, 3.587, 0.067], [-1.346, 1.151, 1.103], [12.376, 7.876, 6.604], [-13.041, -11.243, -7.727], [1.994, 2.710, 2.256], [-9.806, 6.646, -2.185], [9.985, -5.643, 4.526], [-9.084, 9.363, -1.706], [10.852, -11.647, -0.387], [-2.271, 12.085, 3.063], [-4.233, -4.339, -3.456], [0.653, -1.113, -1.588], [-2.298, -0.018, 0.535], [6.586, -6.474, 0.735], [-0.875, 0.430, -1.214], [0.508, -0.145, 0.217], [0.268, -3.147, -0.274], [-13.857, 8.166, 5.862], [0.156, -0.435, 0.767], [-4.150, 0.581, 0.837], [-0.694, -0.629, 2.159], [-0.016, -5.744, -0.185]],
  "nbo_charge": [-0.6193, -0.0123, 0.1962, 0.1818, -0.5283, 0.8059, -0.6507, -0.4656, 0.2096, -0.4238, 0.2161, 0.3684, -0.5653, -0.6653, 0.6455, -0.5855, -0.5332, 0.2943, 0.2569, 0.2812, 0.1434, -0.2355, -0.3214, 0.2960, -0.2675, -0.0130, -0.2847, 0.0251, -0.3758, 0.2198, 0.2315, 0.1576, 0.2633, 0.4462, 0.2149, 0.1788, 0.2648, 0.2293, 0.2049, 0.2156]
}



Question: What is the formula in the third record?
Answer: C3H7NS